(1)
DFT (ωB97M-V/def2-TZVPD) results for a molecular structure, C15H25MoN2O5S.

Computed properties:
electronic energy	-41839.9466	eV
<S²>	2.126
HOMO-LUMO gap (spin up / spin down)	6.6 / 7.2	eV

Structure (ORCA input):
```
! wB97M-V def2-TZVPD RIJCOSX def2/J DEFGRID3
* xyz 3 3
Mo -0.5268 0.2703 -0.2244
C 1.7937 2.0240 0.2776
C 2.3472 0.8869 -0.5454
O 1.4289 -0.2461 -0.3313
C 1.8517 -1.6579 -0.3894
C 0.6150 -2.4291 -0.8208
O -0.5910 -1.8685 -0.1930
C -1.0549 -2.4482 1.0688
C -0.3865 -1.7294 2.2157
O -0.4681 -0.2874 1.9796
C -1.3756 0.4758 2.8324
C -2.5690 0.8563 1.9945
O -2.0636 1.3662 0.7182
C -1.8399 2.8207 0.5730
C -0.3743 3.1312 0.7598
O 0.3666 2.1618 -0.0641
H 2.3062 2.9570 0.0416
H 1.8593 1.8209 1.3486
H 3.3440 0.6157 -0.1986
H 2.3556 1.0942 -1.6154
H 2.2337 -1.9127 0.5969
H 2.6412 -1.7544 -1.1347
H 0.6913 -3.4853 -0.5655
H 0.4369 -2.3347 -1.8904
H -0.8390 -3.5163 1.0703
H -2.1359 -2.3132 1.0570
H 0.6724 -1.9659 2.3029
H -0.8655 -1.9813 3.1610
H -0.8169 1.3456 3.1742
H -1.6585 -0.1108 3.7050
H -3.1884 1.6210 2.4612
H -3.2002 0.0074 1.7346
H -2.4525 3.3446 1.3054
H -2.1724 3.0444 -0.4398
H -0.0215 3.0304 1.7872
H -0.1477 4.1327 0.3930
C -2.6669 5.1339 -2.9854
C -2.0193 3.9094 -3.5396
C -1.5681 3.8298 -4.8557
C -0.9651 2.6647 -5.2879
N -0.8469 1.6004 -4.4733
C -1.3129 1.8026 -3.2711
S -1.2196 0.2350 -2.3349
N -1.8675 2.8500 -2.7107
H -2.9423 5.8283 -3.7749
H -1.9765 5.6512 -2.3149
H -3.5602 4.8679 -2.4210
H -1.6945 4.6652 -5.5301
H -0.5854 2.5528 -6.2954
*
```

=====

(2)
DFT (ωB97M-V/def2-TZVPD) results for C5H9NO3 in the gas phase in a non-equilibrium geometry.

Computed properties:
electronic energy	-12960.0906	eV
HOMO-LUMO gap (spin up / spin down)	7.8 / 6.9	eV

Structure (ORCA input):
```
! wB97M-V def2-TZVPD RIJCOSX def2/J DEFGRID3
* xyz 0 1
C 0.8819 0.8136 -0.7234
C 1.3211 -0.0657 0.2943
C 0.0430 2.0214 -0.4788
C -1.1073 -0.8811 1.2810
C -0.0988 -1.2580 0.1993
O -2.2396 -1.5941 1.1614
O 1.3914 0.6218 -1.9578
N 0.3296 -2.4991 0.0976
O -0.9527 -0.0408 2.1310
H -2.8598 -1.2991 1.8482
H 1.0008 1.2432 -2.5879
H -0.5739 -0.7477 -0.7338
H -0.1604 -3.0082 -0.6377
H 2.1943 -0.6569 0.0550
H 1.3214 0.3405 1.2977
H -0.4079 1.9757 0.5100
H -0.7477 2.1120 -1.2265
H 0.6648 2.9225 -0.5297
*
```

=====

(3)
DFT (ωB97M-V/def2-TZVPD) results for 2 unconnected molecules or ions with the total composition CH7N4O in a non-equilibrium geometry.

Computed properties:
electronic energy	-9147.5214	eV
HOMO-LUMO gap (spin up / spin down)	9.5 / 3.4	eV

Structure (ORCA input):
```
! wB97M-V def2-TZVPD RIJCOSX def2/J DEFGRID3
* xyz 1 1
C 0.1936 -1.3027 0.1632
N 0.0830 -2.7056 0.0729
N 1.0187 -0.6719 -0.6459
N -0.2011 4.1788 -0.3166
N -0.4591 -0.6512 1.0716
O 0.3713 3.1451 -0.6917
H 0.8419 -3.1765 -0.3534
H -0.4823 -3.2152 0.8620
H 1.6954 -1.2053 -1.2097
H 1.1660 0.2987 -0.5138
H -0.0578 4.9490 -0.9345
H -0.8553 4.0502 0.5147
H -1.3552 -1.0314 1.3988
*
```

=====

(4)
DFT (ωB97M-V/def2-TZVPD) results for a molecular structure, C50H38Cl2N3O6STcTe.

Computed properties:
electronic energy	-114585.0616	eV
<S²>	3.771
HOMO-LUMO gap (spin up / spin down)	6.2 / 6.0	eV

Structure (ORCA input):
```
! wB97M-V def2-TZVPD RIJCOSX def2/J DEFGRID3
* xyz 1 4
Tc 0.5733 0.4571 0.1829
C -2.0847 2.2271 -6.2118
C -1.5097 2.1158 -4.8277
C -1.0109 3.2372 -4.1562
C -0.4830 3.1472 -2.8879
C 0.0030 4.4042 -2.2211
O 0.8246 5.1004 -2.7709
C -0.6057 4.7977 -0.9146
C -1.7805 4.2101 -0.4528
C -2.3456 4.6318 0.7410
C -1.7311 5.6345 1.4803
C -0.5573 6.2195 1.0237
C -0.0002 5.8089 -0.1758
C -0.3809 1.8960 -2.2409
O 0.2023 1.8825 -1.0602
C -0.8895 0.7494 -2.8905
C -1.4497 0.9049 -4.1779
C -0.8378 -0.5811 -2.3139
N -0.2580 -0.8761 -1.1840
C -0.2897 -2.2796 -0.7443
C -1.5630 -2.6742 -0.0002
Te -2.2459 -1.5207 1.6630
C -4.2650 -1.5723 1.0062
C -4.7911 -2.6900 0.3633
C -6.1470 -2.7395 0.0662
C -6.9727 -1.6808 0.4097
C -6.4511 -0.5742 1.0669
C -5.1016 -0.5230 1.3774
C -1.5220 -1.6513 -3.1075
C -0.8050 -2.4351 -4.0048
C -1.4587 -3.4053 -4.7495
C -2.8274 -3.5895 -4.6073
C -3.5465 -2.7958 -3.7254
C -2.8961 -1.8233 -2.9784
H -2.1657 3.2686 -6.5185
H -3.0802 1.7846 -6.2625
H -1.4565 1.7145 -6.9417
H -1.0400 4.2099 -4.6337
H -2.2637 3.4375 -1.0384
H -3.2742 4.1945 1.0871
H -2.1755 5.9724 2.4086
H -0.0834 7.0034 1.5998
H 0.9043 6.2625 -0.5588
H -1.8390 0.0323 -4.6851
H 0.5987 -2.4738 -0.1552
H -0.2433 -2.9417 -1.6077
H -1.4311 -3.6622 0.4477
H -2.4065 -2.6919 -0.6841
H -4.1717 -3.5368 0.0942
H -6.5547 -3.6099 -0.4303
H -8.0275 -1.7197 0.1735
H -7.0968 0.2490 1.3415
H -4.7127 0.3466 1.8941
H 0.2617 -2.2824 -4.1230
H -0.8998 -4.0143 -5.4473
H -3.3347 -4.3440 -5.1932
H -4.6166 -2.9226 -3.6267
H -3.4597 -1.1832 -2.3071
Cl 0.8716 2.8429 1.5626
C 0.0019 2.8554 3.0236
Cl -2.0152 0.6973 0.8860
H -0.9219 3.4072 3.0182
H 0.5093 2.4947 3.9006
S 5.0194 0.7088 2.4354
C 4.0083 0.4680 3.8244
C 4.3721 0.3444 5.1620
C 3.3775 0.0916 6.0856
C 2.0405 -0.0304 5.6897
C 1.6788 0.0991 4.3644
C 2.6739 0.3531 3.4178
N 2.4882 0.4275 2.0475
C 3.6127 0.5885 1.4248
C 3.6617 0.5452 -0.0310
C 4.8822 0.6094 -0.7023
C 4.9327 0.5010 -2.0783
C 3.7494 0.3171 -2.7785
C 2.5367 0.2480 -2.1057
C 2.4466 0.3642 -0.7152
H 5.4055 0.4267 5.4711
H 3.6365 -0.0241 7.1291
H 1.2845 -0.2425 6.4341
H 0.6503 -0.0160 4.0469
H 5.8015 0.7450 -0.1436
H 5.8794 0.5571 -2.5976
H 3.7671 0.2342 -3.8580
H 1.6437 0.1229 -2.7025
O -0.2154 -2.9695 2.7827
C 0.6229 -2.2157 2.2793
O 0.2467 -1.1285 1.6621
C 2.0678 -2.5700 2.3660
C 2.9371 -2.4486 1.2910
C 4.2730 -2.7985 1.4264
C 4.7564 -3.2337 2.6507
C 3.8696 -3.3364 3.7089
C 2.5273 -3.0450 3.5892
N 4.3824 -3.7583 5.0310
O 5.5313 -4.1470 5.0840
O 3.5909 -3.7797 5.9529
H 2.5858 -2.0639 0.3405
H 4.9415 -2.7086 0.5809
H 5.7955 -3.4874 2.7982
H 1.8654 -3.1516 4.4349
*
```

=====

(5)
DFT (ωB97M-V/def2-TZVPD) results for a molecular structure, C34H47N4O3PRu in a non-equilibrium geometry.

Computed properties:
electronic energy	-59982.1684	eV
<S²>	8.793
HOMO-LUMO gap (spin up / spin down)	5.7 / 6.7	eV

Structure (ORCA input):
```
! wB97M-V def2-TZVPD RIJCOSX def2/J DEFGRID3
* xyz 1 6
Ru 1.2640 0.4062 -0.0147
O -2.9522 -2.5001 2.2840
C -3.4504 -2.9466 1.0499
C -3.0554 -1.2578 -4.3129
O -2.8574 -2.4289 -4.4069
O -3.2117 -0.0819 -4.2724
C -4.3727 -2.1212 0.3553
C -5.5167 -2.7667 -0.2074
C -6.6318 -2.0500 -0.6356
C -6.6146 -0.6836 -0.6508
C -5.4627 0.0004 -0.1881
C -4.3823 -0.7073 0.3391
C -2.9698 -4.1247 0.4030
C -2.9854 -4.1280 -1.0180
C -2.4169 -5.1556 -1.7331
C -1.9210 -6.2768 -1.0954
C -2.0052 -6.3531 0.3329
C -2.5112 -5.2535 1.0735
H -2.3716 -3.2039 2.6189
H -5.5023 -3.8029 -0.2662
H -7.5331 -2.5834 -0.9760
H -7.4924 -0.0808 -0.9507
H -5.3563 1.1466 -0.2152
H -3.5685 -0.1533 0.8184
H -3.4944 -3.3480 -1.5782
H -2.4803 -5.0460 -2.8395
H -1.4291 -7.0639 -1.6538
H -1.5997 -7.1804 0.8899
H -2.6677 -5.3583 2.1366
C 2.0640 3.3025 -6.8057
C 1.3275 4.2331 -5.7859
C -0.1762 4.2282 -6.0831
C 1.7375 4.1404 -4.3305
N 1.3466 2.9004 -3.5771
C 0.7042 2.6498 -2.4077
N 1.1494 1.4975 -1.9100
N 2.1556 1.0490 -2.7781
N 2.2676 1.8600 -3.7463
H 1.9405 3.7022 -7.8414
H 1.6090 2.2784 -6.7443
H 3.1298 3.2085 -6.5953
H 1.7276 5.2364 -5.9648
H -0.5396 3.1830 -6.0460
H -0.3248 4.6236 -7.1249
H -0.7298 4.8889 -5.4042
H 1.3392 4.9850 -3.7126
H 2.8331 4.1943 -4.2708
H -0.0839 3.2542 -1.9346
C -0.4795 2.0787 2.7186
C 0.4658 1.0054 3.3843
C -0.5084 -0.0228 3.9541
C 1.1792 1.7206 4.5858
P 1.7253 0.3453 2.1351
C 2.9873 1.6577 2.1596
C 4.1685 1.5557 2.8710
C 5.1873 2.5063 2.6795
C 5.0567 3.4770 1.6946
C 3.8126 3.6124 1.0023
C 2.7482 2.7804 1.3138
C 2.4644 -1.1847 2.7619
C 3.0135 -1.2914 4.2152
C 3.6260 -1.4824 1.7862
C 1.3950 -2.2543 2.5684
H -1.2584 2.3813 3.4433
H -0.9534 1.7136 1.8124
H 0.0274 3.0183 2.4048
H -1.2919 0.5000 4.5823
H -0.0460 -0.8366 4.4926
H -1.0674 -0.3916 3.0346
H 0.3545 2.0262 5.2504
H 1.7435 2.6088 4.2331
H 1.8342 1.0022 5.1100
H 4.4196 0.7081 3.5098
H 6.0686 2.4774 3.3181
H 5.9435 4.0109 1.3842
H 3.7221 4.4774 0.3349
H 1.7558 3.0415 0.9543
H 3.6801 -0.4606 4.4595
H 3.6197 -2.2233 4.2325
H 2.1938 -1.4196 4.9812
H 4.4449 -0.7609 1.9126
H 3.3208 -1.5043 0.7360
H 4.0518 -2.4762 2.0908
H 0.3637 -1.8939 2.7055
H 1.6026 -3.1777 3.1549
H 1.3858 -2.6267 1.4805
C 0.0007 -1.0591 -0.3402
H -0.3335 -1.6406 0.5325
H 0.5188 -1.7161 -1.0605
H -0.8719 -0.5941 -0.8039
*
```

=====

(6)
DFT (ωB97M-V/def2-TZVPD) results for a molecular structure, C34H85F6N8O13PdS2 in a non-equilibrium geometry.

Computed properties:
electronic energy	-116615.5911	eV
<S²>	2.004
HOMO-LUMO gap (spin up / spin down)	6.5 / 3.9	eV

Structure (ORCA input):
```
! wB97M-V def2-TZVPD RIJCOSX def2/J DEFGRID3
* xyz 1 3
Pd -6.7300 -2.2517 -24.1974
C -10.4091 -2.0754 -22.3000
F -11.4062 -1.5303 -21.6559
F -10.0769 -3.2018 -21.6823
F -10.7756 -2.3007 -23.5519
S -8.9697 -0.8855 -22.2876
O -9.0079 -0.2521 -23.5734
O -9.2073 -0.0472 -21.1837
N -7.6324 -1.9040 -22.2950
S -7.0120 -2.1662 -20.7981
O -7.9934 -2.3911 -19.8103
O -6.0042 -3.1668 -20.9161
C -6.0418 -0.6275 -20.3436
F -5.1607 -0.9369 -19.4237
F -5.4172 -0.2367 -21.4301
F -6.7861 0.3277 -19.9042
C -10.7621 0.3739 -26.9885
O -9.5828 -0.3318 -26.7107
C -8.5039 0.1020 -27.5306
C -7.2967 -0.6534 -27.0610
N -7.1958 -0.5468 -25.5539
C -6.2293 0.4836 -25.1579
C -4.8338 -0.0772 -24.9908
O -4.7949 -1.0158 -23.9176
C -3.4990 -1.2730 -23.4379
H -10.6770 1.4646 -26.9602
H -11.5284 0.0762 -26.2737
H -11.1973 0.1308 -27.9696
H -8.2534 1.1664 -27.3856
H -8.7503 -0.0550 -28.5850
H -6.3879 -0.2873 -27.5386
H -7.3520 -1.7172 -27.3113
H -8.1749 -0.2907 -25.3573
H -6.4812 1.1001 -24.2865
H -6.1698 1.2923 -25.9028
H -4.2054 0.7918 -24.7695
H -4.5118 -0.5916 -25.9066
H -3.4233 -2.1381 -22.7869
H -3.2284 -0.4752 -22.7289
H -2.7327 -1.2777 -24.2132
C -14.0071 -9.8487 -16.4468
O -13.5827 -9.5426 -15.1489
C -14.5890 -9.4786 -14.1793
C -15.6172 -8.4003 -14.4073
N -14.9463 -7.1241 -14.2895
C -15.6850 -5.9677 -14.7051
C -15.6607 -5.7054 -16.1931
O -14.3444 -5.5005 -16.6535
C -14.2437 -5.7039 -18.0351
H -13.2653 -10.5309 -16.8616
H -13.9918 -8.9409 -17.0462
H -14.9642 -10.3754 -16.4371
H -14.0639 -9.3160 -13.2340
H -15.0588 -10.4629 -14.0039
H -16.3836 -8.5211 -13.6353
H -16.0658 -8.4355 -15.4082
H -13.9524 -7.1187 -14.4036
H -15.1639 -5.1193 -14.2437
H -16.6919 -6.0233 -14.2994
H -16.2473 -4.8004 -16.4098
H -16.1252 -6.5811 -16.6739
H -14.3259 -6.7701 -18.2766
H -13.2833 -5.3000 -18.3609
H -14.9768 -5.1175 -18.6117
C -4.8764 3.1905 -22.0150
C -3.8999 4.3485 -22.0590
C -2.9812 4.3422 -20.8627
O -3.7335 4.6405 -19.7068
C -2.9716 4.7123 -18.5012
N -3.1725 4.3224 -23.3370
H -4.3765 2.2538 -22.2908
H -5.7676 3.3570 -22.6182
H -5.2317 3.0935 -20.9855
H -4.5345 5.2386 -22.0225
H -2.1588 5.0795 -20.9484
H -2.4718 3.3562 -20.7911
H -3.6786 4.7751 -17.6836
H -2.2425 5.5223 -18.5901
H -2.4345 3.7581 -18.3682
H -2.3021 4.8473 -23.2611
H -2.8538 3.3701 -23.5153
C -9.0082 -5.8758 -24.8517
C -8.2535 -4.7009 -24.2601
C -6.8076 -5.1209 -24.0375
O -5.9226 -4.1098 -23.5461
C -4.6183 -4.6671 -23.2813
N -8.4477 -3.4491 -25.0662
H -8.6924 -6.1623 -25.8647
H -10.0588 -5.6255 -25.0287
H -8.9505 -6.7530 -24.2106
H -8.7115 -4.5027 -23.2859
H -6.3826 -5.4487 -25.0010
H -6.8227 -6.0265 -23.4294
H -4.2267 -4.0900 -22.4455
H -3.9636 -4.6760 -24.1486
H -4.7448 -5.6543 -22.8341
H -9.4489 -3.2808 -25.2126
H -8.2464 -3.7685 -26.0302
C -15.8533 0.4295 -23.0356
C -15.7328 1.8094 -23.6925
C -14.3903 1.9902 -24.3807
O -13.3325 2.3504 -23.5499
C -12.4372 1.3111 -23.2404
N -16.7790 1.9419 -24.7556
H -16.0617 -0.3646 -23.7543
H -16.6015 0.4200 -22.2434
H -14.8859 0.1505 -22.6065
H -15.9283 2.5900 -22.9453
H -14.5166 2.7941 -25.1167
H -14.1662 1.0760 -24.9519
H -12.9292 0.4476 -22.7673
H -11.5919 1.5820 -22.6190
H -12.0944 0.8911 -24.2057
H -16.5698 2.6955 -25.3930
H -17.6935 2.0082 -24.3373
C -12.3388 -7.8407 -20.8447
C -11.2984 -8.3222 -19.8481
C -9.9720 -7.6101 -20.1177
O -9.0005 -8.1967 -19.3127
C -7.8278 -7.4928 -19.0334
N -11.7590 -8.1689 -18.4346
H -12.2249 -8.3512 -21.8066
H -12.2367 -6.7868 -21.1028
H -13.3260 -8.0944 -20.4590
H -11.1380 -9.4012 -19.9682
H -10.1286 -6.5576 -19.8347
H -9.7233 -7.6771 -21.1912
H -7.2246 -7.3818 -19.9449
H -7.2914 -8.1908 -18.3946
H -7.9543 -6.5269 -18.5353
H -12.3620 -7.3416 -18.4056
H -10.9358 -7.8754 -17.9019
C -3.9859 -5.5932 -19.4303
C -3.4593 -6.4909 -18.3044
C -3.1268 -5.7050 -17.0448
O -1.8260 -5.1563 -16.9704
C -1.6598 -3.9389 -17.6269
N -4.5234 -7.4792 -17.9638
H -4.0250 -6.2276 -20.3226
H -3.2796 -4.8019 -19.6800
H -4.9509 -5.1420 -19.2137
H -2.6125 -7.1063 -18.6022
H -3.1418 -6.4313 -16.2207
H -3.8994 -4.9792 -16.7476
H -0.5956 -3.7018 -17.6228
H -2.1869 -3.0820 -17.1876
H -1.9486 -3.9980 -18.6806
H -4.3822 -7.7114 -16.9818
H -5.4507 -7.0716 -18.0011
*
```

=====

(7)
DFT (ωB97M-V/def2-TZVPD) results for C6H10N2 in the gas phase in a non-equilibrium geometry.

Computed properties:
electronic energy	-9360.3707	eV
HOMO-LUMO gap	8.8	eV

Structure (ORCA input):
```
! wB97M-V def2-TZVPD RIJCOSX def2/J DEFGRID3
* xyz 0 1
C 1.5046 -0.9884 -0.3101
C -0.2882 0.3792 0.3353
C 1.9061 1.0747 0.6935
C 1.6225 -2.3115 -0.9750
C -2.6114 1.2927 -0.2227
C -1.7815 0.2323 0.4809
N 2.3215 -0.1010 0.0047
N 0.4926 1.2527 0.7819
H 2.1332 0.9735 1.7943
H 2.4344 1.8152 0.2785
H 0.6497 -2.5865 -1.4882
H 1.7379 -3.1327 -0.0725
H 2.5641 -2.3673 -1.5182
H -2.4684 2.4029 -0.0815
H -3.7546 1.0888 -0.0084
H -2.4069 1.2470 -1.3386
H -2.2206 -0.6719 0.0726
H -1.8349 0.4005 1.5736
*
```

=====

(8)
DFT (ωB97M-V/def2-TZVPD) results for 2 unconnected molecules or ions with the total composition C7H9NO3S in a non-equilibrium geometry.

Computed properties:
electronic energy	-25868.1452	eV
HOMO-LUMO gap	8.6	eV

Structure (ORCA input):
```
! wB97M-V def2-TZVPD RIJCOSX def2/J DEFGRID3
* xyz 0 1
C 2.0251 0.1922 0.1499
C 1.6157 1.5282 -0.0796
C 1.3499 -0.5716 1.0133
C 0.3520 1.9125 0.2028
C -0.0093 -0.1137 1.4480
C -0.0531 -1.1763 -2.3973
C -1.8074 0.9942 0.2769
N -0.5509 0.9513 0.5661
O -3.2365 -1.3951 0.3890
O -1.0072 -1.1290 1.3624
O -3.0159 0.0166 2.3971
S -2.4928 -0.4538 1.1796
H 2.8995 -0.0418 -0.3683
H 2.2953 2.1804 -0.6783
H 1.6417 -1.4696 1.4130
H 0.0472 2.9517 0.1649
H 0.0370 0.3810 2.5296
H -0.6478 -0.3117 -2.3837
H 0.8599 -0.8297 -1.8054
H 0.1316 -1.4942 -3.4280
H -0.4338 -2.1215 -1.9520
*
```

=====

- Among the records above, which one has the lowest electronic energy?
  C34H85F6N8O13PdS2

=====

- What is the electronic energy in the eighth record?
  -25868.1452 eV

=====

- electronic energy of number 8 (C7H9NO3S)?
  -25868.1452 eV